1.
Formula: C3H3Cl2F
Source: the OMol25 dataset
Level of theory: ωB97M-V with the def2-TZVPD basis set

Geometry as XYZ:
```
9
Properties=species:S:1:pos:R:3
C -0.88 1.90 -0.41
C -0.63 0.63 0.00
C 1.45 -2.17 0.87
F 2.51 -2.09 0.13
Cl 0.73 0.11 0.90
Cl 0.17 -2.80 0.01
H -0.27 2.75 -0.44
H -1.91 1.98 -0.74
H -1.17 -0.31 -0.31
```

The energy above the lowest of the compared OMol25 structures with the same formula, charge and spin comes out at 83.64 kcal/mol. Its gap between HOMO and LUMO is 9.4 eV. As for the HOMO energy: -9.219 eV.

2.
Formula: C3H3Cl3FNO2
Source: the OMol25 dataset
Level of theory: ωB97M-V with the def2-TZVPD basis set

Geometry as XYZ:
```
13
Properties=species:S:1:pos:R:3
F -0.43 1.99 0.42
C -1.39 1.06 0.50
Cl -0.86 -0.21 1.57
C -2.57 1.12 -0.14
Cl -3.08 2.43 -1.13
Cl -3.73 -0.13 0.15
N 1.96 0.00 -0.50
C 1.45 -1.18 -0.24
O 0.47 -1.71 -0.70
O 2.23 -1.79 0.72
H 2.83 0.50 -0.32
H 1.49 0.46 -1.32
H 1.64 -2.54 0.97
```

Its SMILES is FC(Cl)=C(Cl)Cl.NC(=O)O. The energy above the lowest of the compared OMol25 structures with the same formula, charge and spin comes out at 6.03 kcal/mol. Its gap between HOMO and LUMO is 10.0 eV. As for the HOMO energy: -9.515 eV.

3.
Formula: C3H3Cl8NO2
Source: the OMol25 dataset
Level of theory: ωB97M-V with the def2-TZVPD basis set

Geometry as XYZ:
```
17
Properties=species:S:1:pos:R:3
C -0.73 -3.72 1.99
N -1.62 -3.96 3.15
O -1.80 -3.03 3.90
O -2.04 -5.10 3.36
H -1.38 -3.53 1.13
H -0.08 -4.58 1.82
H -0.09 -2.90 2.30
Cl 1.38 7.37 -0.25
C 0.07 6.17 -0.43
Cl -0.49 6.35 -2.04
Cl 0.77 4.60 -0.20
Cl -1.23 6.47 0.79
Cl 0.74 0.21 -4.37
C 1.46 -0.79 -3.07
Cl 3.22 -0.77 -3.13
Cl 0.86 -0.22 -1.50
Cl 0.96 -2.56 -3.46
```

Its SMILES is C[N+](=O)[O-].ClC(Cl)(Cl)Cl.ClC(Cl)(Cl)Cl. Its gap between HOMO and LUMO is 10.8 eV. As for the HOMO energy: -11.113 eV.

4.
Formula: C3H3Cl9
Source: the OMol25 dataset
Level of theory: ωB97M-V with the def2-TZVPD basis set

Geometry as XYZ:
```
15
Properties=species:S:1:pos:R:3
Cl 1.80 -0.01 -1.15
C 1.48 1.52 -1.97
Cl -0.14 2.17 -1.52
Cl 1.51 1.28 -3.72
H 2.22 2.26 -1.69
Cl -0.93 1.26 3.06
C 0.44 0.90 1.98
Cl 1.43 -0.45 2.53
Cl 1.45 2.33 1.78
H -0.01 0.63 1.03
Cl -0.41 -3.22 -0.48
C -1.95 -2.44 -0.12
Cl -2.01 -0.83 -0.84
Cl -2.19 -2.32 1.64
H -2.71 -3.08 -0.54
```

Its SMILES is ClC(Cl)Cl.ClC(Cl)Cl.ClC(Cl)Cl. The energy above the lowest of the compared OMol25 structures with the same formula, charge and spin comes out at 0.00 kcal/mol. Its gap between HOMO and LUMO is 11.5 eV. As for the HOMO energy: -11.029 eV.

What did the first record say?
Formula: C3H3Cl2F
Source: the OMol25 dataset
Level of theory: ωB97M-V with the def2-TZVPD basis set

Geometry as XYZ:
```
9
Properties=species:S:1:pos:R:3
C -0.88 1.90 -0.41
C -0.63 0.63 0.00
C 1.45 -2.17 0.87
F 2.51 -2.09 0.13
Cl 0.73 0.11 0.90
Cl 0.17 -2.80 0.01
H -0.27 2.75 -0.44
H -1.91 1.98 -0.74
H -1.17 -0.31 -0.31
```

The energy above the lowest of the compared OMol25 structures with the same formula, charge and spin comes out at 83.64 kcal/mol. Its gap between HOMO and LUMO is 9.4 eV. As for the HOMO energy: -9.219 eV.

Q: Which of these has the highest gap between HOMO and LUMO?
A: C3H3Cl9